No. 1
Density functional theory data (ωB97M-V/def2-TZVPD) for 2 unconnected molecules or ions with the total composition C2H2NO2S.

Computed properties:
Net charge: -1
LUMO energy in eV: 3.1
Gap between HOMO and LUMO in eV: 9.295

Geometry (Å):
C: -2.0597 -0.6788 -0.3462
C: -0.0059 -0.4155 -1.5724
N: -2.9538 -0.9190 0.3579
O: 0.4285 -2.4175 0.1261
O: 2.0100 -0.4886 0.0631
S: 0.5906 -0.9818 -0.0642
H: 0.1190 0.5463 -1.1664
H: -0.1877 -0.6236 1.0144

No. 2
Density functional theory data (ωB97M-V/def2-TZVPD) for C5H8N2 in the gas phase.

Computed properties:
Net charge: 0
Structure (SMILES): Cc1cnn(C)c1
LUMO energy in eV: 1.0
Gap between HOMO and LUMO in eV: 9.537

Geometry (Å):
C: -1.5766 1.8481 0.2082
C: -0.3355 1.0318 0.1894
C: 0.4074 0.6411 1.3152
N: 1.0915 -0.4735 1.0843
N: 0.7641 -0.8225 -0.1611
C: 1.2752 -2.0467 -0.7193
C: -0.1162 0.0313 -0.7308
H: -2.0805 0.8984 0.4560
H: -1.9238 2.2669 -0.7456
H: -1.6654 2.5982 1.0044
H: 0.4341 1.1146 2.2920
H: 0.6221 -2.8897 -0.4729
H: 2.2639 -2.2096 -0.2932
H: 1.3491 -1.9460 -1.8042
H: -0.5974 -0.1733 -1.6824

No. 3
Density functional theory data (ωB97M-V/def2-TZVPD) for a molecular structure, C2H3Br2N.

Computed properties:
Net charge: 0
Spin multiplicity: 3
LUMO energy (spin up / spin down) in eV: 0.5 / -2.9
Gap between HOMO and LUMO (spin up / spin down) in eV: 7.166 / 7.348

Geometry (Å):
C: 0.7811 0.3498 -0.9129
C: -0.6394 -0.2051 0.9350
N: 0.3989 0.5795 0.3639
Br: 2.1447 1.4186 -1.5904
Br: 0.0825 -0.9519 -2.0911
H: -1.6066 0.2611 0.7307
H: -0.4862 -0.2199 2.0130
H: -0.6750 -1.2320 0.5517

No. 4
Density functional theory data (ωB97M-V/def2-TZVPD) for C19H20F2N4O3 in the gas phase.

Computed properties:
Net charge: 0
Structure (SMILES): Cc1cc(C)n(C[C@@H](C)NC(=O)c2cc(COc3ccc(F)c(F)c3)on2)n1
LUMO energy in eV: 0.6
Gap between HOMO and LUMO in eV: 9.422

Geometry (Å):
C: 0.9797 1.9415 1.5996
C: -0.1716 1.8232 0.6656
C: -0.1404 1.7364 -0.7369
C: -1.4553 1.6062 -1.1277
C: -2.0454 1.4475 -2.4800
N: -2.1920 1.6344 0.0095
C: -3.5964 1.3768 0.1570
C: -3.8307 0.2224 1.1669
C: -5.1640 -0.4666 0.8970
N: -2.7300 -0.7232 1.1014
C: -2.2818 -1.2360 -0.0637
O: -2.9102 -1.2847 -1.1052
C: -0.8909 -1.7501 0.0405
C: -0.0754 -2.2483 -1.0068
C: 1.1185 -2.4965 -0.3905
C: 2.4191 -3.0519 -0.8840
O: 3.5122 -2.6761 -0.0815
C: 3.8469 -1.3615 0.0090
C: 4.8396 -1.0532 0.9413
C: 5.2745 0.2443 1.1034
C: 4.7292 1.2553 0.3291
F: 5.1562 2.5215 0.4829
C: 3.7478 0.9522 -0.6007
F: 3.2237 1.9180 -1.3728
C: 3.2937 -0.3460 -0.7628
O: 1.0215 -2.1725 0.9086
N: -0.2134 -1.7085 1.1627
N: -1.4193 1.7551 1.0975
H: 0.6274 2.2541 2.5783
H: 1.4819 0.9781 1.7023
H: 1.7000 2.6651 1.2235
H: 0.7188 1.7859 -1.3726
H: -2.7892 2.2188 -2.6779
H: -1.2602 1.5207 -3.2275
H: -2.5242 0.4704 -2.5672
H: -3.9937 1.0947 -0.8182
H: -4.1114 2.2735 0.5148
H: -3.8171 0.6335 2.1792
H: -5.3472 -1.2314 1.6471
H: -5.9722 0.2590 0.9281
H: -5.1421 -0.9363 -0.0823
H: -2.0369 -0.6610 1.8341
H: -0.3511 -2.3850 -2.0298
H: 2.3965 -4.1460 -0.8211
H: 2.5664 -2.7691 -1.9351
H: 5.2542 -1.8540 1.5306
H: 6.0364 0.4908 1.8248
H: 2.5181 -0.5216 -1.4905

No. 5
Density functional theory data (ωB97M-V/def2-TZVPD) for 2 unconnected molecules or ions with the total composition C4H5F2N.

Computed properties:
Net charge: 0
LUMO energy in eV: -0.5
Gap between HOMO and LUMO in eV: 9.646

Geometry (Å):
C: 0.2530 -0.9865 -0.1585
C: 1.1394 -0.2764 -0.8080
C: -2.4434 0.9345 0.9657
C: 2.2580 -1.3584 -0.6786
N: -2.0974 2.1245 1.0284
F: 1.4329 0.8487 -1.4322
F: -3.6824 0.4505 1.1026
H: -1.7370 0.0909 0.7711
H: 3.0132 -1.0155 -1.4804
H: 1.8567 -2.3047 -0.7809
H: 2.8151 -1.3298 0.2801
H: -2.8081 2.8222 1.1908

No. 6
Density functional theory data (ωB97M-V/def2-TZVPD) for C6H10O in the gas phase.

Computed properties:
Net charge: 0
Structure (SMILES): O[C@@H]1C=CCCC1
LUMO energy in eV: 1.0
Gap between HOMO and LUMO in eV: 10.490

Geometry (Å):
O: -2.1451 -0.8782 0.0194
C: -1.1541 -0.1170 -0.6699
C: 0.0215 -0.9846 -1.0576
C: 1.2559 -0.8284 -0.5811
C: 1.6064 0.2160 0.4467
C: 0.3586 0.6521 1.2150
C: -0.7574 1.0414 0.2475
H: -2.4110 -1.6055 -0.5548
H: -1.5950 0.3001 -1.5900
H: -0.1845 -1.7774 -1.7789
H: 2.0549 -1.4814 -0.9316
H: 2.0691 1.0809 -0.0540
H: 2.3666 -0.1736 1.1348
H: 0.0123 -0.1781 1.8421
H: 0.5913 1.4871 1.8845
H: -1.6556 1.3523 0.7920
H: -0.4339 1.8943 -0.3640

Quick rundown of ΔE to the lowest compared entry with this formula, charge and spin, same order as above: 131.36 31.31 10.88 0.00 113.29 1.04 kcal per mole
Quick rundown of electronic energy, same order as above: -18522.73296 -8293.63875 -143693.06444 -37564.33181 -11148.56917 -8431.19525 eV